The following is a quantum chemistry calculation of C3H6ORb as an isolated structure, from the Open Molecules 2025 dataset.

The geometry in ORCA input format:
```
! wB97M-V def2-TZVPD RIJCOSX def2/J DEFGRID3
* xyz 1 1
Rb -0.63 -6.74 -3.20
C 0.90 0.57 1.34
C 0.19 0.15 0.07
O 0.54 -0.95 -0.46
C -0.90 1.08 -0.55
H 0.29 0.32 2.20
H 1.12 1.64 1.31
H 1.86 0.08 1.54
H -0.35 1.74 -1.23
H -1.49 1.61 0.20
H -1.54 0.52 -1.23
*
```

## Properties
Highest occupied orbital energy: -0.4261 Ha
Lowest unoccupied orbital energy: -4.4 eV
Relative energy (zero: lowest compared OMol25 entry of this formula, charge and spin): 0.928 eV
Energy: -5905.1718 eV
Gap between HOMO and LUMO: 7.223 eV